Record 1
159
Properties=species:S:1:pos:R:3:forces:R:3 method="wB97M-V/def2-TZVPD" fmax_ev_per_a=1.69 gap_ev=4.89 mol_weight_g_mol=1058.95 total_charge=+1 e_tot_ev=-98731.172
C -2.0389 -3.8510 -0.4848 -0.138 -0.396 0.637
C -2.8096 -2.9606 0.5100 0.561 0.614 0.119
B -2.7325 -1.4726 0.0237 -0.233 -0.740 0.489
O -3.4892 -1.0461 -1.0179 0.985 0.817 -0.404
C -1.6980 -0.5233 0.7997 -0.072 0.491 -0.221
C -1.7174 -0.4419 2.1653 -0.025 -0.357 -0.343
N -0.7961 0.2769 2.8325 -0.266 -0.115 0.002
C 0.2203 0.9379 2.2554 0.271 0.050 -0.149
C 1.1311 1.6671 3.2039 -0.348 -0.173 -0.393
C 2.6184 1.3709 3.0823 0.314 0.199 0.721
C 3.3575 1.8246 4.3491 0.123 0.119 -0.524
C 3.1784 3.3138 4.6829 0.610 -0.255 0.406
C 4.5166 4.0691 4.7688 -0.810 1.022 -0.201
C 4.3840 5.5478 4.3503 0.381 0.189 -0.415
C 4.8825 5.8266 2.9217 -0.637 -0.427 0.475
C 3.8910 5.4094 1.8451 0.543 0.275 0.274
O 4.0957 6.2333 0.7190 -0.013 -0.104 -0.253
C 3.6445 5.6513 -0.4917 -0.167 0.254 0.442
C 0.3114 0.9003 0.8556 -0.053 -0.337 -0.117
P 1.6786 1.7941 -0.0174 1.016 1.081 0.802
C 2.8179 0.3938 -0.3310 -0.984 -0.331 -0.274
O 1.0987 2.0898 -1.5156 0.210 -0.257 0.198
C -0.6830 0.2143 0.1633 -0.479 0.180 -0.138
C -0.6953 0.2214 -1.3476 -0.270 0.360 -0.745
O -0.0061 -0.5640 -1.9407 -0.251 -0.227 0.057
O -1.5278 1.0743 -1.9504 0.282 -0.057 0.575
B -1.9018 2.3362 -1.3451 -0.183 0.123 0.235
O -1.1935 3.4353 -1.7361 0.144 -0.323 0.126
N -3.0050 2.4045 -0.4311 -0.465 0.800 -1.129
C -3.1352 3.7226 0.2198 0.086 -0.352 0.204
C -4.3038 2.1514 -1.1749 0.804 -0.796 0.781
H -1.8544 -4.7958 0.0131 0.068 -0.341 -0.110
H -1.0570 -3.4489 -0.7138 0.124 0.174 -0.296
H -2.6007 -4.0765 -1.3824 -0.011 0.183 -0.296
H -3.8345 -3.2887 0.6480 -0.189 -0.151 -0.064
H -2.2935 -3.0347 1.4674 -0.101 -0.212 0.233
H -3.2305 -1.4183 -1.8692 -0.496 -0.141 -0.143
H -2.4680 -0.9684 2.7274 -0.017 0.026 0.444
H -0.8653 0.3128 3.8415 0.023 0.039 0.067
H 0.9093 2.7235 3.0836 0.167 0.312 -0.094
H 0.8236 1.4233 4.2179 -0.100 -0.084 0.223
H 3.0886 1.8994 2.2642 -0.185 0.125 -0.465
H 2.7874 0.3058 2.9487 -0.046 -0.241 -0.091
H 3.1098 1.1713 5.1784 -0.168 -0.047 0.241
H 4.4137 1.6768 4.1488 0.215 -0.266 0.066
H 2.7048 3.3907 5.6552 -0.351 0.199 0.094
H 2.5527 3.8391 3.9717 -0.267 -0.073 -0.305
H 4.8560 4.0893 5.7948 0.395 -0.525 0.172
H 5.2467 3.6241 4.1020 0.313 -0.306 0.157
H 4.9758 6.1803 5.0031 0.106 0.007 0.266
H 3.3585 5.8975 4.4469 -0.249 0.017 0.118
H 5.8121 5.2787 2.8189 0.360 0.140 -0.333
H 5.0683 6.8820 2.7837 0.131 0.320 0.007
H 2.8773 5.5485 2.2318 -0.301 -0.076 -0.096
H 4.0364 4.3570 1.5977 -0.130 -0.248 -0.169
H 3.3221 6.4416 -1.1570 0.170 0.216 -0.196
H 2.7748 5.0319 -0.2983 -0.243 -0.344 -0.047
H 4.4323 5.0604 -0.9516 0.102 -0.154 -0.137
H 2.2269 -0.4615 -0.6532 0.001 -0.224 -0.035
H 3.4727 0.6371 -1.1578 0.414 0.260 0.041
H 3.3631 0.1202 0.5573 0.336 0.173 0.133
H 1.6654 1.6976 -2.1907 -0.278 -0.138 -0.264
H -0.5916 3.8135 -1.0911 -0.025 0.318 -0.183
H -3.3725 4.5216 -0.4751 0.062 0.149 -0.271
H -3.9501 3.6710 0.9313 -0.080 0.004 0.318
H -2.2254 3.9988 0.7444 0.109 -0.003 0.162
H -4.1085 1.8586 -2.1989 -0.135 -0.006 -0.261
H -4.8350 1.3516 -0.6903 -0.339 -0.379 0.110
H -4.9172 3.0387 -1.1342 -0.036 0.289 -0.204
N 1.3935 -6.6502 -0.9719 0.082 0.061 0.135
C 0.7724 -6.0983 -2.0519 -0.007 0.148 -0.094
C 0.0251 -7.0768 -2.6565 -0.037 -0.049 -0.022
C 0.2124 -8.2713 -1.9045 -0.006 0.048 0.019
C 1.0573 -7.9714 -0.8673 -0.001 0.028 -0.062
H 2.0020 -6.1426 -0.3535 0.005 -0.063 0.077
H 0.9138 -5.0570 -2.2901 -0.027 0.003 -0.048
H -0.5897 -6.9529 -3.5348 -0.044 -0.028 0.024
H -0.2277 -9.2346 -2.0989 -0.009 -0.010 0.002
H 1.4437 -8.5822 -0.0699 0.011 -0.033 -0.017
N 1.6363 -7.6178 -5.4587 0.182 0.045 0.019
C 1.0958 -8.8609 -5.6574 -0.024 -0.031 0.109
C 1.3922 -9.2501 -6.9344 0.058 0.011 -0.023
C 2.1449 -8.2019 -7.5340 0.004 -0.029 0.007
C 2.2813 -7.2103 -6.6005 -0.029 0.017 0.041
H 1.5668 -7.0879 -4.6053 -0.089 -0.048 0.037
H 0.5505 -9.3565 -4.8730 -0.010 -0.015 -0.002
H 1.1037 -10.1817 -7.3903 0.002 -0.012 -0.005
H 2.5397 -8.1809 -8.5355 -0.002 0.001 -0.014
H 2.7772 -6.2561 -6.6480 0.009 0.006 -0.017
N -0.9477 7.8804 1.5346 -0.286 -0.181 -0.068
C -1.8065 8.7547 0.9141 0.069 -0.307 -0.093
C -3.0792 8.3454 1.1864 -0.222 0.029 -0.009
C -3.0004 7.1889 2.0081 0.127 -0.100 -0.045
C -1.6700 6.9223 2.2032 0.041 0.060 -0.095
H 0.0526 7.9324 1.5047 0.055 -0.020 -0.049
H -1.4393 9.5841 0.3368 -0.019 0.001 -0.042
H -3.9773 8.8275 0.8395 -0.014 0.018 0.006
H -3.8267 6.6237 2.4064 0.024 -0.004 0.061
H -1.1765 6.1440 2.7612 -0.034 0.039 0.074
N -6.9242 -3.5271 -0.8554 -0.030 0.076 -0.021
C -8.2751 -3.3945 -1.0270 0.045 -0.051 0.037
C -8.5354 -2.0831 -1.3151 0.006 0.047 -0.010
C -7.2910 -1.3961 -1.3213 0.015 0.012 0.013
C -6.3136 -2.3129 -1.0355 -0.154 -0.188 0.046
H -6.4552 -4.3849 -0.6330 -0.009 -0.038 -0.029
H -8.9322 -4.2411 -0.9305 -0.021 0.002 -0.002
H -9.5082 -1.6620 -1.5028 -0.010 0.004 -0.009
H -7.1335 -0.3481 -1.5151 0.000 0.012 -0.016
H -5.2497 -2.2029 -0.9470 -0.139 -0.033 -0.008
N 1.5762 -2.6354 1.7419 0.044 -0.005 0.058
C 2.9451 -2.5386 1.7204 -0.045 0.015 0.023
C 3.4579 -3.7716 2.0135 -0.017 -0.009 -0.012
C 2.3578 -4.6487 2.2223 -0.010 -0.047 -0.078
C 1.2117 -3.9207 2.0466 -0.021 0.037 -0.037
H 0.9395 -1.8829 1.5594 -0.030 0.017 -0.109
H 3.4335 -1.6070 1.4944 0.024 -0.140 0.046
H 4.5036 -4.0212 2.0690 0.012 -0.004 0.017
H 2.4048 -5.6962 2.4693 0.001 -0.001 0.051
H 0.1752 -4.2062 2.1085 -0.006 -0.026 0.003
N 1.6253 10.9184 2.3956 -0.049 0.063 -0.043
C 0.2842 10.8834 2.1190 0.110 0.059 0.056
C -0.1370 12.1743 1.9425 -0.001 0.003 -0.043
C 0.9940 13.0186 2.1142 -0.037 0.003 -0.011
C 2.0653 12.2145 2.3911 0.028 -0.047 0.028
H 2.1968 10.1168 2.5743 0.103 -0.046 0.028
H -0.2567 9.9551 2.0702 0.146 0.324 0.257
H -1.1442 12.4811 1.7150 -0.012 0.004 0.003
H 1.0162 14.0925 2.0426 -0.001 0.013 -0.001
H 3.0970 12.4517 2.5844 0.004 0.016 0.002
N 4.1102 -9.3675 -4.0978 0.051 -0.005 0.070
C 4.9785 -10.1268 -4.8290 0.006 0.042 -0.019
C 5.7266 -10.8709 -3.9555 -0.004 -0.010 0.022
C 5.2867 -10.5493 -2.6424 0.013 -0.012 -0.005
C 4.2872 -9.6206 -2.7660 -0.011 0.065 -0.003
H 3.4406 -8.7236 -4.4797 -0.049 -0.063 -0.103
H 4.9888 -10.0727 -5.9039 -0.002 -0.007 -0.011
H 6.5004 -11.5691 -4.2261 0.004 -0.013 -0.002
H 5.6600 -10.9545 -1.7170 0.003 -0.012 0.006
H 3.6880 -9.1200 -2.0241 -0.016 -0.010 0.006
N -1.9036 -5.7659 -6.4374 -0.073 -0.057 0.023
C -3.2220 -5.6116 -6.7814 0.051 0.036 0.034
C -3.5848 -6.6943 -7.5341 0.013 -0.043 -0.006
C -2.4421 -7.5357 -7.6472 -0.070 0.009 0.023
C -1.4229 -6.9384 -6.9582 -0.074 0.133 -0.001
H -1.3699 -5.1181 -5.8905 0.033 0.033 -0.024
H -3.7829 -4.7493 -6.4642 -0.016 0.007 -0.020
H -4.5593 -6.8660 -7.9589 -0.009 -0.002 -0.007
H -2.3782 -8.4724 -8.1744 0.005 -0.011 -0.006
H -0.4055 -7.2388 -6.7975 0.065 -0.029 -0.074
N -4.0730 5.7117 6.5324 0.032 -0.008 0.013
C -3.8855 4.6439 5.7028 -0.033 0.018 -0.024
C -2.5473 4.5716 5.4163 0.042 -0.022 -0.016
C -1.9065 5.6379 6.1053 0.086 -0.063 -0.052
C -2.8760 6.3213 6.7855 -0.080 0.011 -0.002
H -4.9584 6.0067 6.9008 -0.016 0.008 0.012
H -4.7135 4.0323 5.3888 -0.003 -0.007 -0.011
H -2.0783 3.8360 4.7818 -0.012 -0.002 -0.010
H -0.8558 5.8746 6.0999 0.006 0.019 0.014
H -2.8170 7.1855 7.4234 0.016 0.018 -0.005


Record 2
11
Properties=species:S:1:pos:R:3:forces:R:3 method="wB97M-V/def2-TZVPD" fmax_ev_per_a=4.42 gap_ev=9.37 smiles="C#CC(C#C)=NN" mol_weight_g_mol=92.10 e_tot_ev=-8223.743 e_above_lowest_kcal_mol=132.6
C -0.6493 -1.5923 -1.3902 0.774 2.003 3.025
C -0.3095 -0.8930 -0.4231 -2.387 -1.519 -1.318
C -0.2401 0.3465 0.4503 0.929 -3.287 -2.803
C -0.4909 0.2202 1.8508 0.489 0.961 1.665
C -0.4306 0.1573 3.0650 -0.038 -0.486 -1.314
N 0.3148 1.2832 -0.2185 1.049 0.816 -0.420
N 0.6887 1.0417 -1.5369 -0.922 -3.057 0.087
H -1.0778 -2.1191 -2.2135 0.322 -0.207 0.083
H -0.3000 -0.0733 4.1134 -0.282 0.332 -0.575
H 1.0529 0.0650 -1.8867 -1.730 1.638 1.720
H 1.4419 1.5637 -1.8105 1.796 2.805 -0.151


Record 3
82
Properties=species:S:1:pos:R:3:forces:R:3 method="wB97M-V/def2-TZVPD" fmax_ev_per_a=4.29 gap_ev=3.70 mol_weight_g_mol=631.30 total_charge=-2 e_tot_ev=-72507.186
P 0.1669 0.0555 -1.0600 0.366 0.285 -0.474
C 1.1906 -1.0403 -2.2419 -0.096 -0.161 0.007
C 1.5502 -0.5492 -3.6615 0.237 0.190 -0.163
C 2.2984 -1.6119 -4.4910 -0.119 -0.137 0.203
C 3.5418 -2.1625 -3.7766 -0.242 0.225 0.020
C 3.1613 -2.6699 -2.3817 -0.117 0.227 0.008
C 2.4473 -1.5886 -1.5442 0.168 -0.190 -0.010
C 1.3101 1.4855 -0.6134 0.053 -0.374 -0.002
C 2.2722 2.0538 -1.6656 0.259 0.199 0.164
C 3.0657 3.2302 -1.0588 -0.129 -0.157 -0.042
C 3.8251 2.8267 0.2093 -0.090 -0.134 0.062
C 2.8743 2.2178 1.2506 0.122 -0.008 -0.185
C 2.0734 1.0584 0.6555 -0.011 0.152 0.020
C -0.7694 0.9497 -2.3920 0.008 -0.272 0.174
C -1.6379 0.0681 -3.2987 0.006 0.194 -0.216
C -1.9434 0.8687 -4.5723 0.084 -0.114 0.033
C -2.6617 2.1835 -4.2479 -0.329 -0.220 0.192
C -2.0342 2.9724 -3.0941 0.071 0.025 0.191
C -1.6596 2.0844 -1.8942 -0.032 0.185 -0.193
H 0.4832 -1.8856 -2.3709 0.318 0.119 0.050
H 2.1741 0.3510 -3.6182 0.014 -0.157 0.099
H 0.6640 -0.2392 -4.2259 0.118 -0.166 0.162
H 2.5710 -1.1913 -5.4717 -0.102 -0.131 0.181
H 1.6072 -2.4519 -4.6621 0.103 0.103 -0.106
H 4.0003 -2.9646 -4.3753 -0.066 0.165 0.136
H 4.2830 -1.3552 -3.6858 -0.027 -0.102 0.023
H 2.4749 -3.5174 -2.5005 0.093 -0.037 0.065
H 4.0529 -3.0270 -1.8521 -0.139 -0.011 -0.026
H 2.1986 -1.9922 -0.5563 -0.129 -0.016 -0.121
H 3.1536 -0.7736 -1.3355 -0.071 -0.069 -0.233
H 0.6182 2.3093 -0.3497 0.191 -0.358 0.125
H 2.3404 4.0123 -0.7878 0.168 0.019 -0.133
H 1.7441 2.4018 -2.5667 0.045 -0.042 0.243
H 2.9789 1.2839 -2.0098 -0.087 0.137 0.218
H 3.7585 3.6360 -1.8088 -0.114 0.068 0.109
H 4.3527 3.6907 0.6329 -0.059 -0.031 -0.070
H 4.5959 2.0889 -0.0489 -0.034 -0.011 -0.020
H 3.4306 1.8664 2.1297 -0.128 0.136 -0.138
H 2.1750 3.0028 1.5782 0.080 -0.172 0.061
H 1.3891 0.6539 1.4119 0.080 0.151 -0.249
H 2.7487 0.2229 0.4118 -0.044 0.264 0.083
H 0.0502 1.3806 -2.9848 -0.372 0.108 -0.208
H -1.1653 -0.8887 -3.5448 -0.052 0.126 -0.009
H -2.5715 -0.1779 -2.7717 0.307 0.097 -0.179
H -1.0144 1.0842 -5.1218 0.001 -0.046 0.159
H -2.5547 0.2611 -5.2441 -0.120 0.071 -0.101
H -3.6913 1.9277 -3.9542 0.118 0.088 -0.108
H -2.7151 2.8081 -5.1467 -0.107 -0.008 0.056
H -2.7286 3.7412 -2.7492 -0.104 0.092 -0.113
H -1.1463 3.5110 -3.4568 0.033 -0.170 0.091
H -1.1613 2.6883 -1.1326 -0.093 0.030 -0.045
H -2.5589 1.6622 -1.4180 0.259 0.117 -0.143
Sn -2.3300 -0.4339 1.8194 -1.524 -3.019 2.638
Cl -2.2541 1.9113 2.1493 0.393 1.044 -0.338
Cl -2.9984 -0.8913 -0.4118 -0.204 0.095 -0.440
C -0.8455 -1.7669 2.5161 1.281 0.252 0.369
H -1.1834 -2.8249 2.5419 0.065 0.852 -0.231
C 2.8255 -0.8097 4.5116 0.408 -0.102 -0.089
C 2.3755 -2.1485 4.4265 -0.546 0.243 -0.275
C 1.1378 -2.4595 3.8541 0.963 0.454 0.550
C 0.3105 -1.4380 3.2593 -1.212 0.193 -0.459
C 0.7030 -0.0660 3.5457 0.700 -0.124 0.459
C 1.9605 0.2154 4.0866 -0.388 -0.164 -0.015
H 3.8247 -0.5746 4.9156 -0.567 -0.137 -0.196
H 3.0310 -2.9358 4.8219 -0.367 0.138 -0.118
H 0.7558 -3.4776 3.8679 0.174 0.019 -0.153
H -0.0232 0.7458 3.3962 0.440 -0.358 -0.215
H 2.3034 1.2576 4.2020 -0.380 -0.425 0.032
C -5.4060 -2.6123 3.7093 -0.403 -0.220 0.323
C -4.4704 -1.4564 3.9982 0.421 1.382 -2.688
C -5.1871 -0.1618 4.3157 -0.531 0.375 0.715
C -3.4917 -1.7794 5.1061 0.334 0.036 0.122
N -4.0146 -1.1426 2.6381 1.572 -0.269 -1.236
H -6.0594 -2.7997 4.5594 -0.313 -0.344 0.387
H -4.8090 -3.5092 3.4844 -0.246 0.237 -0.005
H -6.0181 -2.3441 2.8393 0.189 -0.158 0.199
H -5.8214 -0.2685 5.1962 -0.503 0.227 0.483
H -4.4150 0.5909 4.5369 -0.295 -0.074 -0.137
H -5.7589 0.1623 3.4284 0.185 -0.187 0.573
H -2.9900 -2.7375 4.9279 -0.051 0.112 0.096
H -2.7187 -1.0001 5.1606 -0.127 -0.178 0.021
H -4.0413 -1.7972 6.0622 0.244 -0.179 -0.020


Record 4
23
Properties=species:S:1:pos:R:3:forces:R:3 method="wB97M-V/def2-TZVPD" fmax_ev_per_a=0.88 gap_ev=5.76 mol_weight_g_mol=151.32 total_charge=-1 e_tot_ev=-28136.725 e_above_lowest_kcal_mol=0.8
C -2.3928 -1.1015 -1.5992 -0.328 0.172 0.380
C -1.7701 0.2647 -1.3603 -0.013 0.194 0.231
C -2.3676 0.8852 -0.1046 0.037 0.807 -0.350
S -1.7486 2.6164 0.0387 -0.048 -0.130 0.004
H -1.9935 -1.6209 -2.4681 0.142 -0.046 0.043
H -3.4768 -1.0007 -1.7271 0.007 0.038 -0.157
H -2.2410 -1.6846 -0.6899 0.229 -0.260 -0.183
H -0.7025 0.2011 -1.1496 0.053 -0.275 -0.253
H -1.9221 0.9276 -2.2192 0.001 0.017 -0.013
H -2.0118 0.3502 0.7721 -0.114 -0.218 -0.006
H -3.4533 0.9602 -0.1834 -0.008 -0.271 0.201
H -1.9044 2.7406 1.3624 0.027 0.004 0.002
C 2.8815 0.7138 1.4154 0.095 0.019 0.299
C 2.8491 -0.7449 0.9594 -0.075 0.310 0.043
C 1.5978 -1.0278 0.1090 0.375 0.027 -0.043
S 0.1354 -1.4462 1.1045 -0.044 0.020 0.072
H 3.1843 1.3710 0.5977 -0.160 0.052 -0.096
H 3.5886 0.8951 2.2323 0.037 -0.119 -0.018
H 1.8946 1.0120 1.7775 -0.014 -0.017 -0.108
H 3.7743 -0.9532 0.4049 -0.049 -0.088 -0.057
H 2.8204 -1.4008 1.8292 0.035 -0.091 0.007
H 1.8358 -1.8266 -0.5997 -0.107 -0.115 0.029
H 1.4228 -0.1306 -0.5018 -0.079 -0.029 -0.027